1.
Molecular formula: C2H33O15
Method: DFT, ωB97M-V with the def2-TZVPD basis set

Positions of all 50 atoms, in Å:
C  0.86568  0.70896  -0.46783
C  0.68981  -0.34903  0.64407
O  -0.20964  -1.34079  0.26514
H  -0.05514  1.21330  -0.75849
H  1.34325  0.16175  -1.28757
H  1.57358  1.51502  -0.23098
H  0.27587  0.24178  1.48127
H  1.68765  -0.69799  0.93810
O  -1.86070  2.40228  -2.43439
H  -1.70001  3.19791  -1.89567
H  -0.98778  2.21566  -2.83472
O  0.42367  1.27240  -3.82859
H  0.69580  0.53478  -3.24493
H  1.25259  1.56170  -4.22245
O  1.34236  -0.97268  4.38645
H  0.66045  -0.34371  4.11017
H  1.91933  -1.06460  3.62023
O  0.16343  -3.73439  2.41970
H  0.00275  -2.87459  1.99758
H  -0.71305  -4.05029  2.65594
O  -1.24143  0.96569  4.10640
H  -1.36765  0.34989  3.35343
H  -2.04279  0.86991  4.62603
O  1.94538  3.97389  -2.20792
H  1.18823  3.90858  -1.60237
H  1.64677  3.52099  -3.00308
O  -2.88414  2.04804  1.01380
H  -3.05699  1.11633  0.81674
H  -1.96390  2.16950  0.76402
O  -0.55574  4.30917  -0.82684
H  -0.01844  4.01414  -0.07597
H  -0.96561  5.12995  -0.52506
O  -2.45625  -0.17287  -1.00307
H  -1.70964  -0.58620  -0.50992
H  -2.12203  0.67738  -1.33910
O  4.20184  -1.83878  0.42136
H  3.32495  -2.13901  0.13395
H  4.27927  -0.94640  0.06883
O  1.82046  -3.08093  -1.12614
H  1.62961  -3.86344  -0.59285
H  1.29352  -2.37563  -0.70633
O  -1.56082  -3.63150  -0.63739
H  -1.45467  -3.81556  -1.57560
H  -1.16336  -2.74352  -0.51048
O  0.81252  -1.23858  -2.45610
H  0.32924  -0.92651  -1.66828
H  1.51195  -1.80379  -2.09883
O  -2.16033  -1.05239  2.31701
H  -1.58016  -1.20021  1.53405
H  -3.04968  -1.23561  1.99662

The net charge is -1. Its multiplicity is 1. Its LUMO energy is 2.13 eV.

=====

2.
Molecular formula: CH10N2O3
Method: DFT, ωB97M-V with the def2-TZVPD basis set

Positions of all 16 atoms, in Å:
N  0.54947  0.99517  -1.13520
C  1.62495  1.32627  -0.25805
N  1.78700  1.19803  1.04103
H  0.48982  1.59374  -1.95556
H  -0.39645  0.98287  -0.74688
H  2.21464  2.11154  -0.75157
H  1.92661  2.11962  1.51236
H  -1.74685  -0.18917  0.61809
H  -2.63879  -0.65673  -0.61147
O  -2.41598  0.06761  -0.04758
H  0.13259  0.28719  1.93480
H  0.46606  -1.17647  1.50735
O  -0.23853  -0.53385  1.56448
H  -0.01704  -3.23881  -0.79612
H  -0.81672  -1.96639  -0.86085
O  -0.92076  -2.92062  -1.01484

The net charge is -1. Its multiplicity is 2. Its expectation value of S² is 0.755. Its LUMO energy (alpha / beta) is 3.78 / 3.68 eV.

=====

3.
Molecular formula: C3H7F2N
Method: DFT, ωB97M-V with the def2-TZVPD basis set

Positions of all 13 atoms, in Å:
C  0.88718  1.03204  -0.65654
C  0.49717  -1.18061  0.49258
C  0.15779  0.21377  0.38383
N  -1.68922  0.31817  -0.47046
F  -2.02780  -1.03392  -0.68836
F  -2.47413  0.66211  0.65586
H  1.36954  0.58536  -1.62415
H  0.26647  1.87376  -0.89023
H  1.67393  1.43417  -0.18275
H  1.37437  -1.27831  0.91796
H  0.56324  -1.74168  -0.40031
H  -0.29380  -1.54901  1.16039
H  -0.30475  0.66415  1.30217

Its multiplicity is 1. Its LUMO energy is 0.94 eV.

=====

4.
Molecular formula: C4H9OS2
Method: DFT, ωB97M-V with the def2-TZVPD basis set

Positions of all 16 atoms, in Å:
C  0.04778  0.29225  2.08703
C  0.54970  -1.22625  2.38990
O  0.50758  -1.54121  3.67118
C  -0.60070  0.46819  0.72098
S  0.42655  -0.28197  -0.58440
S  0.17835  1.05581  -2.12098
C  -1.25073  0.51917  -3.07391
H  -0.62311  0.48751  2.92381
H  0.86014  1.02286  2.18177
H  1.59080  -1.20544  1.94547
H  -0.10295  -1.86887  1.74217
H  -1.59973  0.02913  0.71513
H  -0.65786  1.52238  0.47484
H  -1.20004  -0.56581  -3.17562
H  -1.10733  0.97488  -4.05548
H  -2.26243  0.74127  -2.73682

The net charge is -1. Its multiplicity is 1. Its SMILES is CSSCCC[O-]. Its LUMO energy is 2.85 eV.

=====

5.
Molecular formula: C41H58BCrN12O4S
Method: DFT, ωB97M-V with the def2-TZVPD basis set

Positions of all 118 atoms, in Å:
Cr  -2.39963  -23.77098  6.69265
C  -6.04854  -24.22650  4.83216
C  -6.20351  -24.03379  6.33025
C  -7.71331  -24.15726  6.67029
C  -5.42590  -25.05511  7.07800
C  -5.89891  -26.04500  7.96710
C  -4.77438  -26.80726  8.27853
C  -4.69488  -27.97668  9.19122
C  -6.03284  -28.66124  9.48392
C  -3.98933  -27.63964  10.50313
N  -3.73135  -26.36859  7.56892
N  -4.10415  -25.22269  6.87875
B  -2.27273  -26.87706  7.53958
N  -1.89185  -26.81081  5.99996
N  -1.22826  -25.70689  5.49596
C  -1.07965  -25.89181  4.16880
C  -1.85879  -27.06080  3.78517
C  -2.28195  -27.65268  4.98268
C  -3.04576  -28.95230  5.07793
C  -4.18260  -28.99535  4.01749
C  -2.00176  -30.08989  4.89281
C  0.05924  -25.30626  3.36658
C  1.42760  -25.83419  3.86469
C  0.08187  -23.78002  3.29891
N  -1.36016  -25.83794  8.35213
N  -1.87687  -24.64507  8.77785
C  -1.07345  -24.20986  9.79591
C  -0.00071  -25.10099  9.91601
C  -0.10552  -26.02225  8.84752
C  0.91851  -27.00530  8.40575
C  2.24170  -26.52180  8.99709
C  0.45992  -28.41478  8.82402
C  -1.50804  -23.22623  10.86478
C  -3.03127  -22.79351  10.73101
C  -0.49914  -22.04580  10.95778
H  -6.30371  -25.29989  4.58495
H  -5.02740  -24.07276  4.43999
H  -6.77113  -23.58997  4.25841
H  -5.93331  -23.09739  6.74923
H  -7.98033  -25.21348  6.50797
H  -8.39495  -23.44704  6.15466
H  -7.94555  -24.02797  7.74678
H  -6.90099  -26.30272  8.28610
H  -3.99389  -28.76794  8.77060
H  -6.71848  -28.00902  9.96515
H  -5.78878  -29.54661  10.12188
H  -6.47153  -29.08579  8.56758
H  -4.37373  -26.78566  11.02440
H  -2.91644  -27.41925  10.33648
H  -4.12928  -28.48711  11.19666
H  -2.14233  -28.00090  7.92698
H  -1.74042  -27.56798  2.85567
H  -3.50831  -29.03291  6.12208
H  -3.80374  -29.09503  3.00896
H  -4.78523  -28.05324  4.00013
H  -4.88280  -29.75036  4.30988
H  -1.97375  -30.50581  3.86043
H  -2.38035  -30.94695  5.49821
H  -1.02370  -29.85086  5.26068
H  -0.16361  -25.76757  2.37934
H  1.71551  -25.56921  4.89081
H  2.20355  -25.43607  3.21269
H  1.47882  -26.94117  3.74657
H  0.17931  -23.31836  4.26911
H  -0.82521  -23.34944  2.83188
H  0.94043  -23.48849  2.66048
H  0.82538  -24.98261  10.53578
H  0.95628  -26.89099  7.28577
H  2.18858  -26.65362  10.07316
H  2.46767  -25.48151  8.79184
H  3.04959  -27.11578  8.64025
H  0.53767  -28.57810  9.85845
H  1.08609  -29.19322  8.32979
H  -0.56345  -28.54553  8.53549
H  -1.47955  -23.82640  11.74282
H  -2.96870  -21.87573  10.09972
H  -3.41157  -22.48906  11.76055
H  -3.66270  -23.54193  10.26980
H  0.51725  -22.48745  10.80152
H  -0.58731  -21.58965  11.95768
H  -0.72382  -21.29436  10.23979
N  -5.22570  -19.64278  3.97471
C  -4.44628  -20.49777  3.77199
N  -3.53715  -21.36491  3.43793
C  -3.12513  -22.24726  4.25195
N  -2.62664  -23.13267  4.86302
O  1.07931  -24.03919  7.12850
C  0.62406  -22.93544  6.81861
N  -0.68396  -22.46736  6.69853
S  -0.71512  -20.78501  6.51175
O  -1.56530  -20.26957  5.44760
O  -0.76608  -20.21696  7.84587
C  0.95466  -20.65772  5.94192
C  1.61096  -19.70321  5.17675
C  2.94990  -19.96914  4.85441
C  3.55629  -21.11014  5.36532
C  2.88442  -22.05706  6.06336
C  1.52279  -21.83250  6.34464
H  1.09123  -18.77907  4.79470
H  3.41841  -19.32333  4.15549
H  4.67380  -21.17337  5.23285
H  3.27457  -23.00247  6.47434
N  -3.60174  -22.06793  7.44139
C  -4.14730  -21.01714  7.49630
N  -4.78444  -19.90892  7.69354
C  -5.72659  -19.73269  8.77165
C  -5.24264  -18.53406  9.57028
O  -5.22146  -17.37938  8.76132
C  -4.43583  -17.43127  7.59901
C  -4.60224  -18.72955  6.78343
H  -5.77457  -20.68765  9.31301
H  -6.71920  -19.44705  8.35891
H  -4.26895  -18.76347  10.04163
H  -5.87128  -18.29919  10.40004
H  -3.40655  -17.20266  7.87591
H  -4.69314  -16.61446  6.95640
H  -3.77727  -18.92108  6.09081
H  -5.50882  -18.64062  6.14653

Its multiplicity is 4. Its expectation value of S² is 3.784. Its LUMO energy (alpha / beta) is -1.51 / -0.34 eV.

=====

6.
Molecular formula: C10H20O5Si
Method: DFT, ωB97M-V with the def2-TZVPD basis set

Positions of all 36 atoms, in Å:
O  -0.78720  -1.94871  1.12502
O  -2.42218  -0.30658  0.47787
O  1.77475  1.77918  -2.44070
O  1.37168  -0.70126  -1.27792
O  2.71449  1.03038  0.08554
C  -1.76628  -1.22103  1.37181
C  -1.93673  -2.23676  3.57554
C  -2.31912  -1.27656  2.76085
C  2.28803  0.91074  -3.49245
C  1.34834  -1.71557  -0.24055
C  3.81199  1.64824  -0.46957
C  -3.42147  -0.32125  3.05429
C  -1.97904  -0.30857  -0.88097
C  -1.39153  1.09256  -1.18376
C  -0.23365  1.54287  -0.28307
Si  1.47355  0.91200  -1.04430
H  -1.09532  -2.87079  3.30423
H  -2.23227  -2.32655  4.54679
H  2.91043  0.06887  -3.15188
H  1.41616  0.53851  -4.11167
H  2.90365  1.46843  -4.16036
H  0.73494  -2.52616  -0.57392
H  1.06984  -1.35275  0.71830
H  2.35167  -2.11602  -0.14653
H  4.06770  1.25268  -1.47499
H  4.55348  1.58733  0.30509
H  3.56604  2.71345  -0.69032
H  -4.41153  -0.76307  2.86332
H  -3.31889  0.67673  2.59413
H  -3.47415  -0.00944  4.09210
H  -1.20819  -1.08772  -1.03192
H  -2.84445  -0.63003  -1.55348
H  -2.11346  1.79160  -1.13915
H  -1.01718  1.03174  -2.22794
H  -0.05127  2.58541  -0.01041
H  -0.33285  1.08808  0.71098

Its multiplicity is 1. Its LUMO energy is 0.44 eV.

=====

7.
Molecular formula: C3H13NO3
Method: DFT, ωB97M-V with the def2-TZVPD basis set

Positions of all 20 atoms, in Å:
N  -1.22589  1.73527  -0.96013
C  -0.41630  0.68692  -1.59068
C  1.48185  0.38949  0.15876
C  1.04799  0.74977  -1.03888
H  -1.20408  1.61842  0.03575
H  -1.06622  2.68140  -1.24347
H  -0.31775  0.80146  -2.66362
H  -0.86338  -0.26707  -1.32257
H  2.46085  0.67944  0.51700
H  0.84721  -0.10634  0.87441
H  1.60950  1.20899  -1.84915
H  -0.20889  -3.38561  -1.67537
H  0.57556  -2.26655  -0.90234
O  -0.23756  -2.77677  -0.95732
H  -2.39461  -0.35777  1.31453
H  -1.19588  -0.75607  0.34241
O  -1.44329  -0.48466  1.20963
H  0.46643  0.33962  2.74708
H  0.89779  -0.67446  3.66264
O  1.18666  0.18452  3.34135

Its multiplicity is 1. Its SMILES is C=CCN.O.O.O. Its LUMO energy is 0.67 eV.

=====

8.
Molecular formula: C30H21ClN6O6W
Method: DFT, ωB97M-V with the def2-TZVPD basis set

Positions of all 65 atoms, in Å:
W  -0.17390  -0.31911  -0.05226
O  -3.61835  -1.42539  2.16220
C  -2.84300  -1.10298  1.29638
N  -1.46542  -1.18655  1.33008
C  -0.91023  -2.01249  2.33910
C  -1.52056  -2.39302  3.53277
C  -0.87173  -3.29465  4.35954
C  0.35319  -3.82191  3.99347
C  0.99151  -3.41011  2.83403
C  0.37180  -2.46599  2.01309
N  0.92320  -1.80673  0.86218
C  2.26352  -2.02932  0.60092
O  3.00353  -2.82463  1.12284
C  2.82241  -1.10990  -0.42057
C  4.11705  -1.29230  -0.87300
C  4.63238  -0.38630  -1.77820
C  3.83284  0.68124  -2.16175
C  2.54950  0.78119  -1.66778
N  2.02088  -0.12036  -0.81311
C  -3.34975  -0.62560  -0.00933
C  -4.71576  -0.56765  -0.22627
C  -5.17292  -0.15138  -1.45980
C  -4.22936  0.19175  -2.41551
C  -2.88550  0.11547  -2.10789
N  -2.42511  -0.29847  -0.91351
H  -2.48450  -2.00747  3.80906
H  -1.34182  -3.59689  5.28498
H  0.83844  -4.55597  4.62158
H  1.95107  -3.81962  2.59109
H  4.67823  -2.13193  -0.48842
H  5.63634  -0.49378  -2.16555
H  4.19790  1.44328  -2.83560
H  1.94738  1.63351  -1.93626
H  -5.36893  -0.86095  0.58322
H  -6.23072  -0.09649  -1.67701
H  -4.52070  0.51738  -3.40385
H  -2.17609  0.38082  -2.86916
O  -1.61467  3.72463  -0.10414
C  -1.18794  2.51969  -0.34640
O  -1.26372  1.58704  0.46856
C  -0.63270  2.24483  -1.67726
C  -0.67374  3.06960  -2.76244
C  -0.27410  2.52739  -4.01838
C  0.01809  1.19462  -4.12496
C  0.00896  0.37358  -2.97292
N  -0.18553  0.95939  -1.73976
C  0.07622  -1.03545  -2.86913
O  0.24990  -1.87484  -3.86707
O  -0.09205  -1.56657  -1.72042
H  -2.00616  3.80092  0.78324
H  -1.03442  4.08443  -2.68408
H  -0.26931  3.16367  -4.89161
H  0.22849  0.77108  -5.09931
H  0.34936  -1.43831  -4.72363
Cl  3.08440  4.13032  1.58268
C  2.19338  2.77373  2.14342
C  2.08986  2.48447  3.49922
C  1.34292  1.38405  3.86824
C  0.73879  0.60284  2.89537
N  0.86008  0.87395  1.58876
C  1.56925  1.95564  1.22602
H  2.57929  3.11313  4.23061
H  1.22064  1.11774  4.90818
H  0.15614  -0.26098  3.17242
H  1.64173  2.18271  0.17314

The net charge is +2. Its multiplicity is 3. Its expectation value of S² is 2.020. Its LUMO energy (alpha / beta) is -7.10 / -7.42 eV.